# C21H64N6O11

11 unconnected molecules or ions with the total composition C21H64N6O11 at a distorted geometry (ωB97M-V/def2-TZVPD, the OMol25 dataset).

The geometry in XYZ format:
```
102
Properties=species:S:1:pos:R:3
N -2.0443 1.2091 -2.7956
C -2.4277 2.3837 -2.4528
N -3.1789 2.8929 -3.3574
O -2.1207 2.9152 -1.3615
H -1.4075 0.7163 -2.1860
H -2.2560 0.9076 -3.7361
H -3.5437 3.8312 -3.2758
H -3.5083 2.1695 -3.9805
N 0.6428 -0.5072 0.9499
C 0.1064 0.0861 -0.1248
N 0.0436 1.3702 0.0369
O -0.4646 -0.4817 -1.0120
H 0.5450 -1.5122 0.9290
H 0.9728 -0.0315 1.7775
H -0.4641 1.9207 -0.6408
H 0.2766 1.6904 0.9661
N -2.7362 5.1162 0.4091
C -1.8624 5.0203 1.3314
N -1.1833 3.9736 1.1495
O -1.7493 5.7530 2.2990
H -3.5148 5.7559 0.4765
H -2.5104 4.5627 -0.4050
H -0.5259 3.7954 1.8952
H -1.4660 3.2471 0.5073
C 1.7436 2.7435 -2.3565
C 1.1770 3.6565 -3.4374
C 1.6756 5.0849 -3.3141
O 1.7256 3.2076 -4.6977
H 1.4731 3.1124 -1.3671
H 2.8232 2.6178 -2.4383
H 1.2680 1.7657 -2.4321
H 0.0872 3.6564 -3.4163
H 2.7637 5.1118 -3.2556
H 1.4122 5.6394 -2.4134
H 1.4313 5.6825 -4.1923
H 1.5715 2.2600 -4.7032
C -2.3703 -5.1038 -3.0202
C -3.4943 -4.0577 -2.8029
C -2.9294 -2.6389 -2.7893
O -4.3426 -4.1080 -3.9737
H -1.6389 -5.2555 -2.2265
H -1.7974 -5.0050 -3.9422
H -2.8015 -6.1040 -2.9782
H -4.0644 -4.2073 -1.8861
H -3.7436 -1.9276 -2.6507
H -2.3684 -2.2833 -3.6535
H -2.3120 -2.5667 -1.8939
H -4.9652 -4.8305 -3.8638
C -4.8926 0.3301 -0.6506
C -3.9003 -0.6964 0.0138
C -3.2653 -0.2068 1.3479
O -4.5463 -1.9220 0.1502
H -5.6842 0.5747 0.0577
H -5.2162 -0.0131 -1.6333
H -4.3817 1.2832 -0.7874
H -3.0170 -0.7821 -0.6190
H -2.4682 -0.9102 1.5888
H -3.9888 -0.2970 2.1581
H -2.8454 0.7989 1.3670
H -3.9944 -2.5214 0.6579
C 1.8823 3.0414 4.5845
C 1.2450 1.8802 3.8015
C -0.2554 1.8693 3.8943
O 1.6482 2.0460 2.4129
H 1.4772 4.0349 4.3924
H 2.9379 3.1411 4.3314
H 1.7347 2.8487 5.6471
H 1.6283 0.8821 4.0135
H -0.6512 2.8351 3.5801
H -0.6726 1.6275 4.8719
H -0.5852 1.1332 3.1612
H 2.3463 2.6971 2.3114
C 4.3125 -2.0149 1.4988
C 5.5933 -2.4559 2.1947
C 6.5272 -1.2661 2.3427
O 5.4064 -2.8198 3.4957
H 3.6180 -1.4102 2.0820
H 3.7988 -2.9250 1.1891
H 4.5130 -1.4556 0.5849
H 6.0518 -3.3281 1.7286
H 6.9654 -1.0010 1.3805
H 7.3535 -1.5045 3.0125
H 6.1150 -0.3026 2.6424
H 6.2145 -2.8276 4.0138
C 1.0098 -2.5396 -2.9422
O 0.2243 -1.4765 -3.4085
H 2.0270 -2.5167 -3.3334
H 1.1179 -2.5379 -1.8576
H 0.6062 -3.5133 -3.2198
H -0.3131 -1.2395 -2.6490
C 2.2968 -2.6225 4.1583
O 3.2620 -1.9192 4.8678
H 2.6107 -3.5830 3.7496
H 1.5061 -2.7557 4.8967
H 2.0177 -1.9636 3.3361
H 4.0823 -1.9422 4.3697
C -0.2153 -4.2490 0.0994
O 0.7847 -3.4317 0.7570
H -0.2906 -5.2292 0.5702
H -1.2158 -3.8215 0.1649
H -0.0939 -4.3953 -0.9739
H 1.6311 -3.8611 0.9016
```

Summary:
orbital gap	9.30	eV
energy	-54277.6814	eV
total charge	0
ΔE to the lowest compared entry with this formula, charge and spin	53.4	kcal per mole

Löwdin atomic charge list, values in e, 6 entries: N 0.22; C -0.75; N 0.20; O -0.03; H 0.07; H 0.13